Record 1
The following is a quantum chemistry calculation of a molecular structure, H34KO17, from OMol25.

XYZ file:
```
52
Properties=species:S:1:pos:R:3
K 8.21574 14.06267 -16.15995
O 5.15565 11.90030 -17.68403
H 5.58480 11.49103 -16.93266
H 4.36450 11.37936 -17.82164
O 9.86414 12.56695 -17.73004
H 10.25561 13.01986 -18.47695
H 9.64361 11.69784 -18.06510
O 5.50218 15.18390 -16.47651
H 4.76898 14.89747 -17.02113
H 5.09574 15.47262 -15.65939
O 8.68322 17.11807 -15.38957
H 8.55741 17.28035 -16.32449
H 7.81731 16.86232 -15.07174
O 13.02963 14.10447 -17.36287
H 13.14315 13.56219 -16.58230
H 12.44691 13.59523 -17.92620
O 10.88938 15.32310 -14.80985
H 11.22133 15.58410 -15.66888
H 10.20493 15.96253 -14.61264
O 8.22621 12.43260 -13.90071
H 7.47670 12.17906 -13.36202
H 8.93911 11.86876 -13.60058
O 9.52500 15.75498 -17.91971
H 9.07747 16.08744 -18.69780
H 10.42114 15.58751 -18.21145
O 7.15508 15.49346 -13.59888
H 7.83967 15.03003 -13.11640
H 6.51825 15.74485 -12.92994
O 7.95308 17.35668 -19.80596
H 7.82079 18.02316 -19.13176
H 8.51924 17.77834 -20.45241
O 6.84653 10.73961 -15.68768
H 7.13258 11.30639 -14.97131
H 7.37609 9.94784 -15.59336
O 3.86991 13.57960 -19.67092
H 4.39807 13.02999 -19.09193
H 3.15047 13.88710 -19.11947
O 12.03739 11.65517 -14.40624
H 11.72534 10.84967 -13.99390
H 12.94437 11.46590 -14.64667
O 5.78118 11.62413 -13.08374
H 5.07601 11.60048 -12.43689
H 5.49939 11.01729 -13.76825
O 9.11072 14.31759 -11.20809
H 8.31521 13.80715 -11.05696
H 9.77076 13.66760 -11.44910
O 13.73773 14.35167 -14.36801
H 13.96178 13.43650 -14.19921
H 12.83234 14.32395 -14.67740
O 11.43977 13.57507 -12.66388
H 11.42986 14.42166 -13.11044
H 11.32300 12.93299 -13.36413
```

The molar mass is 345.353 g mol⁻¹. Its HOMO energy is -12.976 eV. The HOMO-LUMO gap comes out at 0.365 Ha. For the total energy, the calculation gives -1899.2838 Eh. Its total charge is +1.

Löwdin charges, unit e, in atom order: atom 1 (K): 0.864, atom 2 (O): -0.046, atom 3 (H): -0.009, atom 4 (H): 0.055, atom 5 (O): -0.093, atom 6 (H): 0.036, atom 7 (H): 0.058, atom 8 (O): -0.070, atom 9 (H): 0.035, atom 10 (H): 0.040, atom 11 (O): -0.049, atom 12 (H): 0.029, atom 13 (H): 0.008, atom 14 (O): -0.025, atom 15 (H): 0.009, atom 16 (H): 0.015, atom 17 (O): -0.043, atom 18 (H): 0.045, atom 19 (H): 0.025, atom 20 (O): -0.092, atom 21 (H): 0.002, atom 22 (H): 0.067, atom 23 (O): -0.090, atom 24 (H): 0.012, atom 25 (H): 0.049, atom 26 (O): -0.048, atom 27 (H): 0.013, atom 28 (H): 0.065, atom 29 (O): -0.027, atom 30 (H): 0.050, atom 31 (H): 0.057, atom 32 (O): -0.035, atom 33 (H): -0.018, atom 34 (H): 0.072, atom 35 (O): -0.044, atom 36 (H): -0.028, atom 37 (H): 0.029, atom 38 (O): -0.028, atom 39 (H): 0.064, atom 40 (H): 0.061, atom 41 (O): -0.023, atom 42 (H): 0.072, atom 43 (H): 0.046, atom 44 (O): -0.044, atom 45 (H): 0.027, atom 46 (H): -0.002, atom 47 (O): -0.022, atom 48 (H): 0.029, atom 49 (H): -0.027, atom 50 (O): -0.055, atom 51 (H): 0.011, atom 52 (H): -0.025

=====

Record 2
The following is a quantum chemistry calculation of a molecular structure, H34N6O21S4Zn, from OMol25.

XYZ file:
```
66
Properties=species:S:1:pos:R:3
Zn -0.38392 2.31481 1.14867
N 3.66074 1.49783 -1.30804
H 4.46917 1.47890 -0.70290
H 2.97117 0.81514 -1.02781
H 3.85644 1.15597 -2.23806
H 3.28657 2.43574 -1.32875
N -2.29264 -0.84523 1.65267
H -2.48590 -0.74704 0.66621
H -1.94274 -1.77957 1.80981
H -3.11551 -0.89976 2.23577
H -1.64315 -0.12593 1.93702
N -1.74899 -3.30938 -1.09804
H -1.37133 -2.37289 -1.07698
H -2.64370 -3.20510 -1.55490
H -1.84822 -3.69986 -0.17187
H -1.23340 -3.93790 -1.69740
N 0.62674 -2.16718 3.07692
H 1.51609 -2.00153 3.52605
H -0.10708 -1.77137 3.64696
H 0.45064 -3.16057 3.12448
H 0.57116 -1.88895 2.10760
N 0.48148 -2.12921 -3.54902
H 1.33164 -1.79632 -3.98089
H 0.44368 -3.12077 -3.36064
H -0.22263 -1.82865 -4.20780
H 0.29641 -1.65570 -2.67629
N -1.48876 1.79059 -2.29676
H -1.31247 1.11813 -3.02944
H -1.18718 1.38556 -1.42206
H -2.48321 1.96690 -2.30577
H -1.00684 2.66450 -2.45210
S 0.85339 4.08141 -1.51874
O 0.22302 3.32039 -0.47512
O 0.21978 3.83010 -2.82546
O 0.81623 5.51024 -1.11731
O 2.24559 3.72414 -1.68819
S 0.36089 -0.51472 -0.41685
O 0.43999 -1.54833 0.61498
O -0.30312 0.68671 0.08865
O 1.72146 -0.21341 -0.93828
O -0.45450 -1.04759 -1.50512
S -3.59294 2.88483 0.23931
O -2.27883 2.55426 0.84114
O -3.88202 1.89885 -0.79595
O -4.63048 2.91727 1.23101
O -3.51309 4.15989 -0.49037
S -0.47418 0.84681 4.03913
O -1.22348 1.78225 4.88803
O -0.90628 -0.48877 4.35485
O -0.74386 1.12318 2.61134
O 0.90285 0.99493 4.34967
O 3.55150 -2.06140 -0.41726
H 3.85527 -2.21918 -1.31117
H 2.90940 -1.35670 -0.50287
O -3.21721 -0.61678 -0.99147
H -3.71964 -1.06580 -1.67130
H -3.53830 0.28474 -1.01170
O 3.37503 -0.52757 2.12385
H 3.17943 -0.76374 1.21710
H 3.99346 0.19971 2.05436
O 1.02111 -3.78021 -0.45482
H 0.43920 -4.29429 0.10495
H 0.91991 -2.88051 -0.14412
O 1.69407 2.08250 1.78887
H 2.16490 2.89559 1.97174
H 2.14747 1.42014 2.31033
```

The molar mass is 647.951 g mol⁻¹. Its HOMO energy (spin up / spin down) is -9.535 / -9.535 eV. The spin multiplicity is 2. The HOMO-LUMO gap (spin up / spin down) comes out at 0.153 / 0.138 Ha. For the total energy, the calculation gives -5300.7893 Eh. Its total charge is +1.

Löwdin charges, unit e, in atom order: atom 1 (Zn): 0.710, atom 2 (N): 0.308, atom 3 (H): 0.146, atom 4 (H): 0.034, atom 5 (H): 0.143, atom 6 (H): 0.049, atom 7 (N): 0.320, atom 8 (H): 0.058, atom 9 (H): 0.113, atom 10 (H): 0.163, atom 11 (H): 0.035, atom 12 (N): 0.319, atom 13 (H): 0.031, atom 14 (H): 0.143, atom 15 (H): 0.149, atom 16 (H): 0.132, atom 17 (N): 0.303, atom 18 (H): 0.144, atom 19 (H): 0.043, atom 20 (H): 0.136, atom 21 (H): 0.023, atom 22 (N): 0.331, atom 23 (H): 0.158, atom 24 (H): 0.139, atom 25 (H): 0.151, atom 26 (H): 0.008, atom 27 (N): 0.310, atom 28 (H): 0.128, atom 29 (H): 0.050, atom 30 (H): 0.106, atom 31 (H): 0.047, atom 32 (S): 0.238, atom 33 (O): -0.374, atom 34 (O): -0.378, atom 35 (O): -0.352, atom 36 (O): -0.380, atom 37 (S): 0.415, atom 38 (O): -0.336, atom 39 (O): -0.331, atom 40 (O): -0.329, atom 41 (O): -0.373, atom 42 (S): 0.332, atom 43 (O): -0.318, atom 44 (O): -0.316, atom 45 (O): -0.127, atom 46 (O): -0.050, atom 47 (S): 0.206, atom 48 (O): -0.332, atom 49 (O): -0.368, atom 50 (O): -0.431, atom 51 (O): -0.320, atom 52 (O): -0.040, atom 53 (H): 0.047, atom 54 (H): -0.058, atom 55 (O): -0.056, atom 56 (H): 0.062, atom 57 (H): -0.013, atom 58 (O): -0.017, atom 59 (H): -0.015, atom 60 (H): 0.051, atom 61 (O): -0.046, atom 62 (H): 0.032, atom 63 (H): -0.057, atom 64 (O): -0.021, atom 65 (H): 0.093, atom 66 (H): 0.029